Formula: C27H35N5O2PSTl
Source: the Open Molecules 2025 dataset
Level of theory: the ωB97M-V functional and the def2-TZVPD basis

```
72
Properties=species:S:1:pos:R:3:forces:R:3:mulliken_charge:R:1
Tl -2.6515 -0.0444 -0.3904 -0.07 0.22 -0.03 0.944
C -0.3894 3.6444 1.9206 -0.97 -1.34 0.46 -1.550
C -0.9129 2.6672 0.8624 0.66 1.44 -0.07 -0.082
N -1.0306 1.4084 1.0694 0.41 0.17 1.20 0.364
O -0.6696 1.0385 2.4420 -0.49 0.52 -1.45 -0.445
C -1.1905 3.2183 -0.4875 -1.52 -1.77 0.27 0.790
C -0.7881 4.5498 -1.0228 0.31 -1.39 0.58 -1.255
N -1.9119 2.3906 -1.2303 1.00 -0.14 0.25 0.097
O -2.0413 2.6227 -2.4952 -0.16 0.43 0.29 -0.833
H -0.1875 3.1295 2.8664 0.11 0.05 -0.40 0.334
H -1.1856 4.3498 2.1483 0.08 0.37 -0.25 0.386
H 0.5006 4.1341 1.5868 0.43 0.45 -0.28 0.338
H -0.6124 0.1001 2.2611 0.08 -0.72 0.32 0.212
H -0.2413 5.1002 -0.2852 0.32 0.51 0.21 0.336
H -1.6911 5.0380 -1.3053 -0.54 0.73 -0.47 0.382
H -0.1869 4.3199 -1.8852 0.31 0.43 -0.57 0.224
N -2.6407 0.1430 -3.4964 0.63 -1.26 0.27 -0.154
C -1.7381 -0.7875 -3.9807 -0.93 -0.45 -0.46 0.558
C -2.1387 -1.6495 -5.0503 0.83 0.34 1.00 -0.831
C -1.2278 -2.4973 -5.6390 0.07 -0.06 0.10 -0.484
C 0.0962 -2.5332 -5.1804 -0.55 -0.25 -0.97 -0.952
C 0.4289 -1.7983 -4.0715 -0.74 -0.41 -0.94 -0.650
C -0.4808 -0.9808 -3.4111 0.67 0.73 0.28 0.172
P -0.0020 -0.2547 -1.7889 0.61 -0.47 0.20 0.378
C 1.3930 -1.3958 -1.2780 -1.10 -0.75 0.34 -0.113
C 1.0219 -2.6720 -0.7824 -0.43 0.12 -0.57 -0.450
C 1.9054 -3.6399 -0.3526 1.43 2.05 -0.10 -0.827
C 3.2749 -3.2441 -0.3407 -0.97 -0.39 0.28 -0.467
C 3.6717 -2.0108 -0.8501 0.93 -0.94 0.09 -0.724
C 2.7385 -1.1018 -1.3260 1.08 1.43 -0.44 0.581
C 1.0068 1.2427 -2.0445 -1.22 0.04 -2.08 0.702
C 0.9918 1.8975 -3.2943 -0.77 -0.38 0.27 -0.398
C 1.7496 3.0142 -3.5422 0.81 -0.56 0.31 -0.682
C 2.5927 3.4327 -2.5023 0.43 0.36 -0.69 -0.621
C 2.6717 2.7773 -1.2815 -1.30 0.83 0.29 -0.825
C 1.7692 1.7339 -1.0354 1.30 -0.33 1.42 -0.396
H -2.2732 1.0052 -3.1188 0.03 1.03 0.14 -0.008
H -3.4761 0.2612 -4.0266 -0.36 0.08 -0.27 0.228
H -3.1837 -1.6506 -5.2618 -0.54 0.03 -0.62 0.388
H -1.4875 -3.1690 -6.4541 -0.26 0.23 0.11 0.362
H 0.7877 -3.1473 -5.7683 0.04 0.28 0.66 0.395
H 1.4113 -1.8853 -3.7469 1.60 0.00 0.85 0.579
H -0.0110 -2.9850 -0.7629 -0.38 0.40 -0.06 0.456
H 1.4759 -4.5430 0.0299 0.37 -0.51 0.18 0.438
H 4.0108 -3.8550 0.1525 0.23 -0.38 -0.20 0.386
H 4.7729 -1.8275 -0.9145 -1.17 0.16 0.18 0.354
H 3.1448 -0.1139 -1.6831 -0.74 -1.25 0.24 0.195
H 0.3012 1.5725 -4.0592 0.06 -0.32 -0.09 0.290
H 1.7836 3.3956 -4.5716 -0.08 0.32 0.75 0.411
H 3.2177 4.2935 -2.6866 0.19 0.12 0.11 0.351
H 3.2277 3.2507 -0.4692 0.12 -0.46 -0.27 0.415
H 1.7600 1.1695 -0.0830 0.10 0.70 -0.40 0.682
C 0.2675 -2.1649 5.5886 -1.55 0.49 1.33 -1.164
N 0.2047 -1.8006 4.2064 0.02 -0.08 -0.64 0.370
C 1.3796 -2.0700 3.4174 1.70 -0.41 -0.94 -0.708
C -1.0288 -1.7122 3.6222 0.17 0.12 -0.13 -0.374
S -1.3406 -2.3543 2.0853 -0.16 0.28 0.25 -0.075
N -1.9459 -1.0582 4.3605 -1.27 -0.90 -1.66 0.344
C -1.6185 -0.1945 5.4484 -2.28 0.77 1.06 -1.259
C -3.3634 -1.1081 3.8721 1.14 -1.23 1.46 -1.007
H 0.8318 -3.0563 5.6784 0.77 -0.88 0.24 0.382
H -0.7755 -2.3963 5.9689 1.33 0.20 -0.41 0.349
H 0.6773 -1.3698 6.2359 0.07 -0.43 -0.18 0.321
H 2.1623 -1.2587 3.5155 -0.94 -0.66 -0.01 0.282
H 1.1312 -2.2047 2.3387 0.05 0.39 0.90 0.033
H 1.9036 -3.0284 3.6934 -0.69 0.75 0.09 0.336
H -0.5878 0.0233 5.4701 0.98 0.27 0.07 0.398
H -1.9738 -0.6487 6.4102 0.54 0.46 -0.54 0.392
H -2.1761 0.7650 5.3402 0.39 -0.59 -0.08 0.414
H -3.6759 -2.1649 3.8433 0.15 0.41 -0.28 0.365
H -3.4468 -0.6725 2.9071 -0.14 0.46 -0.74 0.206
H -3.9812 -0.6395 4.6145 -0.24 0.54 0.23 0.412
```
Positions in Å, forces in eV/Å.

Calculated values
HOMO energy: -7.09 eV
Gap between HOMO and LUMO: 7.5 eV
E: -2386.00009 Eh
Max |F|: 0.0512 hartree/bohr

---

Formula: C27H35N5O3P2Re
Source: the Open Molecules 2025 dataset
Level of theory: the ωB97M-V functional and the def2-TZVPD basis

```
73
Properties=species:S:1:pos:R:3:forces:R:3:lowdin_spin:R:1
Re 1.3622 -0.2063 2.7043 2.69 -3.11 2.18 0.717
C -0.4539 -1.6262 2.6736 -1.74 -0.48 -1.48 0.013
C -0.5439 -0.5345 1.7847 -2.09 -1.22 -0.38 0.065
C -1.5127 0.6237 1.9383 -1.06 0.66 -0.07 0.012
C -0.8452 1.8877 2.5067 0.30 -0.38 -0.74 0.009
C 0.2076 1.5134 3.5204 -0.57 0.80 2.86 0.031
C -0.0474 0.5434 4.5395 -0.81 1.72 -0.66 -0.041
C -1.2936 -0.3217 4.7004 -0.55 -0.16 -0.07 -0.008
C -1.0036 -1.6958 4.0774 0.58 -0.44 0.59 -0.015
C 2.8259 0.7756 1.7548 0.95 1.22 -1.12 -0.011
H -0.2232 -2.5947 2.2004 0.53 0.58 0.60 0.001
H -0.3351 -0.7229 0.7146 0.01 -0.22 0.79 0.016
H -2.3685 0.3531 2.5817 0.50 -0.03 -0.74 0.000
H -1.9533 0.8855 0.9495 0.39 -0.32 0.47 0.002
H -0.4063 2.4495 1.6692 -0.03 -0.09 0.47 0.000
H -1.5931 2.5600 2.9682 0.40 -0.29 -0.03 0.002
H 0.8635 2.3463 3.7907 0.07 -0.39 0.07 -0.005
H 0.5042 0.7102 5.4705 0.41 -0.56 -0.57 0.000
H -2.1916 0.1049 4.2323 0.57 0.06 0.28 -0.001
H -1.6172 -0.4528 5.7592 0.85 0.12 -0.58 -0.001
H -0.2796 -2.2332 4.7344 -0.18 0.31 -0.58 -0.001
H -1.8751 -2.3812 4.1249 0.16 0.40 -0.44 -0.005
H 3.5360 1.0053 2.5629 -0.01 -0.06 -0.29 0.000
H 2.5925 1.7109 1.2302 0.02 -0.21 0.15 -0.003
H 3.3260 0.0780 1.0574 -0.18 0.16 0.11 0.011
P 0.4360 1.6258 -0.9354 -2.14 2.71 -4.07 0.002
P 0.8238 -2.0752 -0.8589 -2.42 -1.34 -2.77 0.002
N -1.0824 2.6231 -1.0277 0.50 0.09 1.48 0.000
N 1.0610 2.4535 -2.4124 0.76 -0.25 0.62 0.000
N -0.8741 -2.5769 -1.1242 0.27 -0.13 1.44 0.002
N 1.3697 -3.4213 -1.9654 1.22 -0.23 -0.66 0.038
C -0.3027 0.2554 -1.9226 -0.09 -0.49 0.11 0.000
C 0.7518 -0.8356 -2.2312 0.40 0.19 0.19 0.001
C -1.1980 3.8207 -0.2959 -0.94 -0.57 -0.25 0.000
C -2.4863 4.3145 -0.4510 0.88 -0.59 -0.02 0.000
C -3.1828 3.4184 -1.3176 1.21 -0.72 0.04 0.000
C -2.2950 2.4049 -1.6691 -0.64 0.56 0.66 0.000
C 2.1054 3.3848 -2.3880 -0.20 -0.01 -0.95 0.000
C 2.1921 3.9974 -3.6346 -0.26 -0.62 0.86 0.000
C 1.1722 3.4231 -4.4602 -0.33 -0.53 1.33 0.000
C 0.4696 2.5208 -3.6776 0.91 0.34 -0.35 0.000
C -1.4559 -3.3633 -0.1225 -0.70 0.31 -0.41 0.007
C -2.7885 -3.5796 -0.4244 0.86 0.19 0.11 0.006
C -3.0460 -2.9424 -1.6807 1.29 0.37 0.10 0.003
C -1.8621 -2.3378 -2.0964 -0.66 -0.51 0.79 0.008
C 0.5632 -4.1872 -2.8263 0.60 1.21 1.42 0.334
C 1.3479 -4.6950 -3.8548 2.57 0.35 -0.16 0.115
C 2.6898 -4.2567 -3.6164 -1.97 -1.41 -1.48 0.126
C 2.6745 -3.4632 -2.4754 -1.99 0.35 1.29 0.337
H -0.7502 0.5749 -2.8795 0.54 0.14 0.65 0.000
H -1.1978 -0.0885 -1.3738 0.61 -0.28 0.03 0.000
H 0.5804 -1.3099 -3.2142 -0.20 -0.04 0.58 0.001
H 1.7815 -0.4492 -2.3256 -0.33 0.39 0.05 0.001
H -0.3689 4.1645 0.3130 -0.14 0.11 -0.26 0.000
H -2.8867 5.1987 0.0228 0.09 -0.03 -0.13 0.000
H -4.2126 3.4772 -1.6196 -0.03 0.08 -0.15 0.000
H -2.4733 1.5357 -2.2821 -0.01 0.17 0.02 0.000
H 2.6994 3.4728 -1.4872 -0.03 0.20 -0.19 0.000
H 2.8828 4.7781 -3.9232 -0.01 -0.19 0.10 0.000
H 0.9550 3.6313 -5.4940 0.02 0.12 0.01 0.000
H -0.3604 1.9001 -3.9669 0.03 0.24 -0.01 0.000
H -0.8423 -3.6549 0.7255 -0.35 -0.16 -0.30 0.000
H -3.4928 -4.0939 0.2178 0.10 -0.04 -0.27 0.000
H -3.9882 -2.9054 -2.2094 0.14 -0.02 0.03 0.000
H -1.6891 -1.7258 -2.9607 0.10 -0.02 -0.10 0.000
H -0.4989 -4.2957 -2.6524 0.14 -0.05 0.04 0.009
H 0.9600 -5.2991 -4.6587 0.22 -0.11 -0.03 0.001
H 3.5544 -4.4997 -4.2070 0.11 0.00 -0.07 0.002
H 3.4606 -2.8920 -1.9936 0.01 -0.19 -0.11 0.012
O 4.2138 0.3312 5.1068 -3.17 1.06 -1.94 0.300
N 3.1110 0.8619 4.9170 2.91 0.56 5.44 0.330
O 2.5472 1.5469 5.8037 0.50 -1.53 -3.24 0.279
O 2.2573 -1.5457 3.3642 -1.60 2.23 -0.32 0.290
```
Positions in Å, forces in eV/Å.

Calculated values
Charge: +2
HOMO energy (spin up / spin down): -12.58 / -12.58 eV
Gap between HOMO and LUMO (spin up / spin down): 4.5 / 3.1 eV
Spin multiplicity: 4
E: -2309.36216 Eh
Max |F|: 0.1205 hartree/bohr

---

Formula: C27H35N5O3P2Ru
Source: the Open Molecules 2025 dataset
Level of theory: the ωB97M-V functional and the def2-TZVPD basis

```
73
Properties=species:S:1:pos:R:3:forces:R:3:lowdin_spin:R:1
Ru 0.2533 -0.5863 -1.6967 0.92 0.40 3.84 1.808
C -0.9396 1.3153 -1.2054 -1.28 -0.57 -1.15 -0.012
C -1.4650 0.5970 -2.3017 -0.42 0.73 0.28 0.014
C -1.2483 1.0344 -3.7342 -0.51 0.43 0.09 0.001
C -0.0356 0.4097 -4.4197 0.27 -0.06 -0.29 0.005
C 1.0978 0.0136 -3.4918 0.40 0.37 -0.41 0.002
C 1.5951 0.8739 -2.4722 0.03 -0.44 -0.71 -0.005
C 1.1436 2.3117 -2.2870 0.26 0.57 -0.07 0.001
C -0.0708 2.5355 -1.3742 0.09 0.18 0.64 -0.003
C 1.8767 -1.7509 -1.2082 0.40 -0.53 -0.49 0.018
H -1.4813 1.2582 -0.2471 0.58 -0.46 -0.38 0.000
H -2.3061 -0.0960 -2.1437 0.34 0.41 0.16 0.006
H -1.2193 2.1280 -3.7809 0.15 -0.07 0.00 0.000
H -2.1572 0.7521 -4.2783 0.16 0.06 -0.05 0.000
H -0.3829 -0.4866 -4.9609 0.25 0.14 0.34 0.001
H 0.3658 1.0973 -5.1796 -0.13 0.11 -0.20 -0.001
H 1.7945 -0.7425 -3.8806 -0.38 0.19 0.19 0.004
H 2.6000 0.6501 -2.0895 -0.50 0.00 -0.12 0.005
H 0.9533 2.7825 -3.2592 0.08 -0.25 -0.02 0.000
H 1.9908 2.8646 -1.8601 -0.21 -0.11 -0.16 0.000
H 0.2889 2.8505 -0.3833 -0.14 -0.27 -0.23 0.000
H -0.6843 3.3941 -1.7137 0.20 -0.43 -0.05 -0.002
H 2.2442 -1.3070 -0.2711 -0.03 -0.03 -0.33 0.007
H 2.6866 -1.7836 -1.9460 -0.03 -0.19 0.19 0.005
H 1.5146 -2.7626 -0.9688 0.24 0.19 -0.23 0.011
P 1.4782 -0.8209 -6.9097 1.53 0.49 -1.37 -0.002
P -2.1496 -0.1275 -6.8809 -0.69 1.51 -1.39 -0.003
N 2.8307 0.1997 -7.2770 0.00 -0.11 0.79 0.002
N 2.0337 -2.1841 -7.9568 -0.31 -1.22 0.02 0.038
N -2.4244 1.5176 -7.4845 0.20 -0.30 0.42 0.000
N -3.6314 -0.7948 -7.6340 -0.86 -1.20 -0.82 0.040
C 0.3595 -0.1045 -8.1784 -0.32 0.03 0.02 0.001
C -1.0158 -0.7832 -8.2095 -0.04 0.05 0.06 0.000
C 3.8999 0.3400 -6.3768 0.22 0.71 -0.83 0.018
C 4.9017 1.0647 -7.0026 -0.75 -0.63 0.02 0.008
C 4.4736 1.3229 -8.3457 -0.92 -0.64 0.38 0.009
C 3.2008 0.7943 -8.4889 0.82 0.13 0.39 0.021
C 2.1767 -3.4949 -7.4932 -0.39 2.28 -0.35 0.322
C 2.6710 -4.2828 -8.5256 0.85 0.48 -2.62 0.130
C 2.8718 -3.4290 -9.6567 -0.03 -2.01 1.58 0.104
C 2.4284 -2.1608 -9.2972 -0.37 0.12 1.70 0.324
C -2.6923 2.6389 -6.6573 0.55 0.62 -0.62 0.001
C -2.4555 3.7996 -7.3822 -0.22 -1.06 0.19 0.000
C -2.1141 3.4057 -8.7251 -0.12 -1.38 0.38 0.001
C -2.1088 2.0143 -8.7616 0.18 1.14 0.12 0.000
C -4.3936 -0.2771 -8.6880 1.32 -0.26 1.74 0.343
C -5.4002 -1.1772 -9.0126 -0.52 -2.65 1.09 0.130
C -5.2177 -2.3313 -8.1829 -1.41 1.48 -2.15 0.115
C -4.1061 -2.0925 -7.3890 0.96 2.18 0.13 0.343
H 0.8172 -0.2197 -9.1692 -0.21 0.29 0.35 0.001
H 0.2684 0.9684 -7.9540 0.07 -0.18 -0.19 0.000
H -1.4771 -0.6656 -9.2058 0.14 -0.12 0.46 0.001
H -0.9019 -1.8686 -8.0189 -0.23 0.32 -0.10 0.001
H 3.8241 -0.0716 -5.3791 0.04 0.13 -0.10 0.000
H 5.8356 1.3720 -6.5555 -0.08 -0.10 -0.05 0.000
H 5.0305 1.7995 -9.1351 0.00 0.17 0.10 0.000
H 2.5233 0.8233 -9.3270 0.17 0.19 0.07 0.000
H 1.9106 -3.7389 -6.4747 0.06 -0.05 -0.02 0.012
H 2.8692 -5.3418 -8.4887 0.06 0.02 0.07 0.002
H 3.3083 -3.6901 -10.6021 -0.06 -0.14 -0.17 0.001
H 2.3368 -1.2683 -9.8901 0.16 -0.03 -0.04 0.009
H -3.0787 2.5220 -5.6475 0.37 -0.08 -0.27 0.000
H -2.5087 4.8239 -7.0055 -0.19 -0.55 -0.16 0.000
H -1.9261 4.0518 -9.5768 -0.02 -0.14 0.26 0.000
H -1.9225 1.3438 -9.5958 0.07 0.28 0.25 0.000
H -4.1537 0.6818 -9.1068 -0.06 0.26 -0.03 0.013
H -6.1740 -1.0116 -9.7447 0.00 -0.07 0.00 0.002
H -5.8426 -3.2115 -8.1745 0.11 0.00 0.01 0.001
H -3.5984 -2.7162 -6.6751 -0.07 -0.16 0.19 0.013
O 0.6708 -0.4350 1.2142 -1.46 -1.00 -0.71 0.027
N -0.2842 -1.2163 1.0862 -0.80 -0.16 0.51 0.004
O -0.9388 -1.7061 1.9996 1.30 0.81 -2.05 0.016
O -0.6949 -1.5530 -0.2256 0.24 0.21 1.91 0.088
```
Positions in Å, forces in eV/Å.

Calculated values
Charge: +2
HOMO energy (spin up / spin down): -12.67 / -12.72 eV
Gap between HOMO and LUMO (spin up / spin down): 7.1 / 3.1 eV
Spin multiplicity: 5
E: -2326.01778 Eh
Max |F|: 0.0772 hartree/bohr
ΔE to the lowest compared entry with this formula, charge and spin: 0.0 kcal per mole